Record 1
ORCA calculation (ωB97M-V with the def2-TZVPD basis set) on C34H26Cl2CsIN10O4 as an isolated structure at a distorted geometry.

The energy comes out at -92467.4609 eV. Its HOMO-LUMO gap is 4.8 eV. The energy above the lowest of the compared OMol25 structures with the same formula, charge and spin is 48.0 kcal per mole. The calculation puts the maximum force at 1.24 eV/Å. The total charge is -2. The spin multiplicity is 1.

The geometry in XYZ format:
```
78
C34H26Cl2CsIN10O4 | the OMol25 dataset | ωB97M-V with the def2-TZVPD basis set
Cs -0.421 -0.701 -0.351
Cl 6.565 -3.628 -2.818
C 5.405 -2.344 -2.570
C 4.216 -2.630 -1.913
C 3.244 -1.655 -1.683
N 2.020 -2.017 -1.155
C 1.867 -2.524 0.035
O 0.767 -2.957 0.478
C 2.982 -2.519 1.057
C 3.706 -3.680 1.332
C 4.681 -3.649 2.309
C 4.901 -2.464 2.999
C 4.122 -1.368 2.666
N 3.188 -1.383 1.721
C 3.480 -0.316 -2.122
C 4.677 -0.071 -2.818
C 5.626 -1.059 -3.027
Cl 7.097 -0.657 -3.885
N 2.603 0.676 -1.734
C 2.488 1.771 -2.467
O 2.879 2.031 -3.627
C 1.853 2.923 -1.704
C 2.541 4.142 -1.734
C 2.078 5.200 -0.977
C 0.915 5.027 -0.236
C 0.271 3.801 -0.309
N 0.723 2.767 -1.017
H 4.018 -3.645 -1.598
H 3.493 -4.584 0.777
H 5.269 -4.532 2.534
H 5.654 -2.389 3.772
H 4.253 -0.420 3.180
H 4.861 0.921 -3.200
H 3.427 4.214 -2.349
H 2.611 6.145 -0.962
H 0.510 5.823 0.375
H -0.662 3.644 0.226
C -3.035 -3.051 2.312
C -2.421 -1.875 3.011
N -1.973 -2.028 4.232
C -1.365 -0.986 4.841
C -1.184 0.236 4.246
C -0.473 1.332 4.992
O -1.305 2.452 5.326
C -1.707 0.458 2.949
C -1.517 1.739 2.300
N -2.301 2.399 1.527
C -3.625 2.019 1.326
C -4.510 1.873 2.403
C -5.855 1.624 2.201
C -6.366 1.518 0.914
C -5.509 1.665 -0.167
C -4.166 1.920 0.041
I -2.870 2.092 -1.605
C -2.352 -0.629 2.272
O -2.782 -0.563 1.090
H -3.185 -3.867 3.016
H -2.363 -3.378 1.513
H -3.979 -2.767 1.843
H -1.005 -1.167 5.850
H 0.397 1.676 4.418
H -0.108 0.944 5.942
H -1.750 2.729 4.517
H -0.557 2.228 2.494
H -4.115 1.946 3.409
H -6.511 1.508 3.056
H -7.417 1.321 0.747
H -5.886 1.581 -1.178
N -3.713 -1.241 -5.564
C -2.519 -1.313 -6.213
N -2.564 -1.566 -7.562
N -1.377 -1.163 -5.642
C -1.365 -1.049 -4.328
N -1.446 -0.984 -3.179
H -4.488 -1.765 -5.931
H -3.655 -1.169 -4.556
H -3.329 -1.149 -8.066
H -1.664 -1.442 -7.999
```


Record 2
ORCA calculation (ωB97M-V with the def2-TZVPD basis set) on C34H26IOPPtSSbSe4 as an isolated structure.

The energy comes out at -337116.4808 eV. Its HOMO-LUMO gap is 4.6 eV. The calculation puts the maximum force at 0.53 eV/Å. The total charge is +1. The spin multiplicity is 1.

The geometry in XYZ format:
```
70
C34H26IOPPtSSbSe4 | the OMol25 dataset | ωB97M-V with the def2-TZVPD basis set
Pt -1.161 -0.616 -0.358
I 0.194 0.248 -2.477
C -0.467 2.218 -2.693
C -0.772 2.563 -3.979
C -0.966 3.916 -4.318
C -0.763 4.870 -3.370
C -0.458 4.523 -2.030
C -0.202 5.549 -1.089
C 0.100 5.252 0.205
C 0.051 3.914 0.627
C -0.226 2.879 -0.241
P -0.620 1.368 0.690
C -2.039 1.775 1.728
C -2.736 2.973 1.586
C -3.845 3.223 2.380
C -4.261 2.290 3.315
C -3.580 1.087 3.446
C -2.485 0.823 2.646
C 0.833 1.098 1.715
C 2.078 1.153 1.087
C 3.234 0.933 1.812
C 3.152 0.665 3.174
C 1.918 0.626 3.804
C 0.754 0.839 3.078
C -0.387 3.158 -1.632
H -0.840 1.806 -4.749
H -1.220 4.181 -5.335
H -0.829 5.921 -3.622
H -0.233 6.576 -1.429
H 0.324 6.031 0.920
H 0.184 3.705 1.682
H -2.438 3.710 0.855
H -4.389 4.150 2.256
H -5.132 2.485 3.925
H -3.920 0.340 4.149
H -1.999 -0.143 2.722
H 2.143 1.383 0.029
H 4.197 0.976 1.320
H 4.056 0.499 3.746
H 1.856 0.433 4.866
H -0.201 0.814 3.584
O 0.544 -1.623 0.646
S 1.255 -2.965 0.751
C 2.773 -2.853 -0.176
C 3.617 -3.955 -0.129
C 4.802 -3.919 -0.846
C 5.134 -2.792 -1.589
C 4.289 -1.693 -1.608
C 3.099 -1.719 -0.893
C 0.399 -4.139 -0.267
C 0.161 -3.893 -1.615
C -0.558 -4.816 -2.349
C -1.014 -5.982 -1.738
C -0.755 -6.226 -0.399
C -0.047 -5.295 0.351
H 3.353 -4.830 0.453
H 5.468 -4.770 -0.823
H 6.060 -2.770 -2.148
H 4.556 -0.812 -2.179
H 2.441 -0.866 -0.863
H 0.529 -2.986 -2.080
H -0.770 -4.631 -3.393
H -1.576 -6.702 -2.317
H -1.116 -7.132 0.069
H 0.135 -5.458 1.406
Se -6.095 -0.848 1.329
Sb -4.765 -1.508 -0.494
Se -2.447 -2.340 0.469
Se -5.260 -2.999 -2.245
Se -3.117 0.327 -1.348
```


Record 3
ORCA calculation (ωB97M-V with the def2-TZVPD basis set) on C34H26N5P2PdS2Se2 as an isolated structure at a distorted geometry.

The expectation value of S² is 0.757. The energy comes out at -217550.8563 eV. Its HOMO-LUMO gap (spin up / spin down) is 6.7 / 6.8 eV. The energy above the lowest of the compared OMol25 structures with the same formula, charge and spin is 27.7 kcal per mole. The calculation puts the maximum force at 1.75 eV/Å. The spin multiplicity is 2.

The geometry in XYZ format:
```
72
C34H26N5P2PdS2Se2 | the OMol25 dataset | ωB97M-V with the def2-TZVPD basis set
Pd -0.349 -0.002 -0.094
Se -1.445 -3.990 -6.070
P 0.252 -2.962 -5.341
C 1.553 -4.140 -4.880
C 1.861 -4.367 -3.543
C 2.744 -5.379 -3.199
C 3.320 -6.162 -4.188
C 3.002 -5.948 -5.523
C 2.107 -4.949 -5.870
C 0.896 -1.824 -6.606
C 0.005 -0.829 -7.011
C 0.358 0.052 -8.018
C 1.600 -0.062 -8.632
C 2.490 -1.044 -8.227
C 2.142 -1.930 -7.215
C -0.105 -1.975 -3.874
C 0.534 -1.027 -3.052
N -0.350 -0.775 -2.058
N -1.458 -1.470 -2.269
N -1.337 -2.183 -3.357
P 2.095 -0.146 -2.789
Se 2.221 0.348 -0.698
C 2.030 1.361 -3.805
C 1.855 1.289 -5.186
C 1.840 2.448 -5.944
C 1.986 3.686 -5.335
C 2.145 3.761 -3.959
C 2.178 2.605 -3.197
C 3.491 -1.165 -3.328
C 3.640 -1.526 -4.668
C 4.729 -2.278 -5.069
C 5.681 -2.679 -4.145
C 5.541 -2.319 -2.811
C 4.458 -1.558 -2.405
H 1.404 -3.760 -2.773
H 2.976 -5.558 -2.157
H 4.002 -6.959 -3.920
H 3.433 -6.574 -6.293
H 1.816 -4.810 -6.904
H -0.967 -0.769 -6.536
H -0.337 0.821 -8.329
H 1.872 0.614 -9.433
H 3.459 -1.128 -8.703
H 2.842 -2.696 -6.906
H 1.706 0.338 -5.676
H 1.700 2.379 -7.014
H 1.967 4.589 -5.930
H 2.238 4.725 -3.477
H 2.306 2.660 -2.124
H 2.903 -1.228 -5.401
H 4.829 -2.565 -6.109
H 6.530 -3.271 -4.462
H 6.281 -2.633 -2.086
H 4.352 -1.267 -1.369
N 1.301 -0.939 2.888
C 1.023 0.376 2.888
N 0.538 0.980 1.849
C 0.296 2.321 2.082
C -0.220 3.214 1.148
C -0.399 4.532 1.526
C -0.077 4.955 2.815
C 0.433 4.074 3.755
C 0.620 2.755 3.376
S 1.244 1.402 4.298
H 1.169 -1.422 2.013
H 1.769 -1.391 3.649
H -0.464 2.842 0.161
H -0.795 5.248 0.818
H -0.230 5.991 3.088
H 0.674 4.411 4.755
S -3.097 -0.119 2.152
C -1.899 -0.266 1.199
```


Record 4
ORCA calculation (ωB97M-V with the def2-TZVPD basis set) on C34H26N7O2Re as an isolated structure at a distorted geometry.

The expectation value of S² is 0.761. The energy comes out at -52331.7237 eV. Its HOMO-LUMO gap (spin up / spin down) is 6.2 / 6.3 eV. The energy above the lowest of the compared OMol25 structures with the same formula, charge and spin is 43.3 kcal per mole. The calculation puts the maximum force at 3.73 eV/Å. The total charge is +1. The spin multiplicity is 2.

The geometry in XYZ format:
```
70
C34H26N7O2Re | the OMol25 dataset | ωB97M-V with the def2-TZVPD basis set
Re -0.308 0.247 0.307
O 1.668 0.539 1.041
C 2.382 -0.254 1.748
C 3.719 0.129 2.043
C 4.568 -0.692 2.734
C 4.145 -1.957 3.164
C 2.856 -2.353 2.933
C 1.929 -1.521 2.268
C 0.578 -1.961 2.207
N -0.413 -1.371 1.614
C -1.750 -1.911 1.811
C -2.756 -0.771 1.577
N -2.360 -0.157 0.325
C -3.237 0.038 -0.608
C -2.920 0.173 -1.981
C -3.865 0.656 -2.902
C -3.667 0.523 -4.249
C -2.517 -0.135 -4.714
C -1.570 -0.615 -3.851
C -1.698 -0.443 -2.442
O -0.806 -0.891 -1.650
H 4.037 1.094 1.681
H 5.576 -0.368 2.941
H 4.828 -2.609 3.682
H 2.525 -3.325 3.269
H 0.368 -2.878 2.761
H -1.860 -2.338 2.814
H -1.923 -2.699 1.068
H -2.686 -0.042 2.393
H -3.780 -1.157 1.538
H -4.293 -0.030 -0.348
H -4.747 1.150 -2.522
H -4.401 0.893 -4.947
H -2.382 -0.261 -5.778
H -0.679 -1.110 -4.210
C 3.845 -1.296 -1.770
C 4.078 -0.411 -2.817
C 3.090 0.486 -3.153
C 1.891 0.501 -2.417
N 1.699 -0.335 -1.393
C 2.636 -1.222 -1.102
N 0.926 1.334 -2.884
C -0.079 1.862 -2.305
N -0.438 1.850 -0.965
C -1.448 2.749 -0.780
N -1.941 3.154 0.348
C -1.533 2.782 1.576
C -1.995 3.600 2.629
C -1.662 3.321 3.930
C -0.831 2.227 4.179
C -0.419 1.456 3.118
N -0.769 1.689 1.846
C -1.882 3.271 -2.070
C -2.913 4.111 -2.437
C -3.073 4.379 -3.791
C -2.214 3.840 -4.740
C -1.173 2.993 -4.372
C -1.024 2.717 -3.028
H 4.570 -2.043 -1.492
H 5.002 -0.450 -3.374
H 3.198 1.179 -3.970
H 2.409 -1.922 -0.310
H -2.615 4.441 2.367
H -2.036 3.920 4.744
H -0.524 1.971 5.180
H 0.217 0.599 3.287
H -3.572 4.529 -1.694
H -3.884 5.018 -4.108
H -2.371 4.079 -5.782
H -0.514 2.559 -5.106
```


Record 5
ORCA calculation (ωB97M-V with the def2-TZVPD basis set) on C34H27AsN2O6SeV as an isolated structure.

The energy comes out at -202826.7072 eV. Its HOMO-LUMO gap is 6.2 eV. The energy above the lowest of the compared OMol25 structures with the same formula, charge and spin is 21.5 kcal per mole. The calculation puts the maximum force at 0.52 eV/Å. The total charge is +1. The spin multiplicity is 1.

The geometry in XYZ format:
```
72
C34H27AsN2O6SeV | the OMol25 dataset | ωB97M-V with the def2-TZVPD basis set
V 0.376 -1.357 -0.118
O 1.658 -0.873 -1.160
C 2.802 -1.242 -1.748
C 3.585 -0.304 -2.405
C 4.763 -0.718 -2.994
C 5.173 -2.051 -2.928
C 4.398 -2.969 -2.255
C 3.198 -2.576 -1.656
C 2.423 -3.511 -0.886
N 1.314 -3.269 -0.289
C 0.727 -4.349 0.517
C -0.144 -3.698 1.580
N -0.891 -2.689 0.837
C -2.166 -2.785 0.711
C -2.952 -2.036 -0.226
C -4.354 -2.054 -0.159
C -5.102 -1.402 -1.107
C -4.453 -0.748 -2.163
C -3.080 -0.751 -2.270
C -2.308 -1.387 -1.294
O -0.984 -1.397 -1.393
H 3.264 0.729 -2.416
H 5.383 0.007 -3.504
H 6.102 -2.356 -3.387
H 4.714 -4.002 -2.173
H 2.845 -4.512 -0.793
H 1.509 -4.963 0.964
H 0.104 -4.972 -0.130
H 0.471 -3.206 2.332
H -0.808 -4.421 2.054
H -2.688 -3.518 1.329
H -4.835 -2.582 0.656
H -6.181 -1.398 -1.047
H -5.041 -0.237 -2.914
H -2.576 -0.260 -3.091
C -4.941 2.620 -0.458
C -4.735 1.663 0.526
C -3.456 1.194 0.780
C -2.382 1.696 0.055
C -2.583 2.658 -0.928
C -3.868 3.116 -1.184
As -0.604 1.037 0.420
C -0.074 1.668 2.147
C -0.507 1.234 3.387
C 0.051 1.794 4.527
C 1.038 2.763 4.410
C 1.475 3.188 3.164
C 0.922 2.642 2.015
C 1.307 2.974 0.626
C 2.294 3.873 0.247
C 2.581 4.060 -1.097
C 1.898 3.352 -2.080
C 0.916 2.441 -1.715
C 0.622 2.274 -0.373
H -5.941 2.985 -0.654
H -5.572 1.283 1.097
H -3.298 0.443 1.547
H -1.743 3.062 -1.479
H -4.027 3.871 -1.943
H -1.262 0.462 3.474
H -0.272 1.465 5.505
H 1.479 3.186 5.302
H 2.255 3.936 3.097
H 2.852 4.421 0.995
H 3.352 4.763 -1.384
H 2.131 3.511 -3.124
H 0.390 1.870 -2.473
O 3.549 -2.075 1.450
Se 2.950 -0.666 1.899
O 3.187 0.556 0.907
O 1.038 -1.081 1.403
O 2.731 -0.381 3.442
```


Record 6
ORCA calculation (ωB97M-V with the def2-TZVPD basis set) on C34H27Cl2IrN5O3SSi as an isolated structure.

The expectation value of S² is 0.753. The energy comes out at -95889.6285 eV. Its HOMO-LUMO gap (spin up / spin down) is 5.8 / 5.8 eV. The energy above the lowest of the compared OMol25 structures with the same formula, charge and spin is 39.4 kcal per mole. The calculation puts the maximum force at 0.61 eV/Å. The spin multiplicity is 2.

The geometry in XYZ format:
```
74
C34H27Cl2IrN5O3SSi | the OMol25 dataset | ωB97M-V with the def2-TZVPD basis set
Ir 0.204 0.104 -0.739
Cl -4.708 0.971 -5.458
C -3.672 0.248 -4.273
C -2.666 1.022 -3.706
C -1.833 0.475 -2.737
N -0.776 1.142 -2.114
C -0.306 2.359 -2.436
O -0.810 3.211 -3.159
C 1.087 2.556 -1.861
C 1.850 3.641 -2.242
C 3.192 3.681 -1.894
C 3.731 2.613 -1.200
C 2.902 1.569 -0.830
N 1.601 1.553 -1.118
C -2.032 -0.865 -2.306
C -3.011 -1.634 -2.924
C -3.833 -1.073 -3.894
Cl -5.082 -2.058 -4.584
N -1.310 -1.253 -1.151
C -1.587 -2.392 -0.522
O -2.054 -3.451 -0.929
C -1.504 -2.220 0.977
C -0.888 -3.130 1.818
C -0.939 -2.946 3.177
C -1.621 -1.848 3.698
C -2.275 -1.012 2.841
N -2.232 -1.218 1.505
H -2.532 2.048 -4.009
H 1.374 4.411 -2.833
H 3.811 4.520 -2.185
H 4.780 2.577 -0.938
H 3.255 0.712 -0.276
H -3.152 -2.665 -2.642
H -0.378 -3.965 1.364
H -0.449 -3.647 3.841
H -1.663 -1.658 4.761
H -2.883 -0.179 3.166
S -2.276 2.993 2.227
C -0.589 3.146 2.595
C 0.048 4.045 3.447
C 1.415 3.928 3.601
C 2.134 2.929 2.932
C 1.503 2.046 2.082
C 0.127 2.168 1.898
N -0.650 1.363 1.070
C -1.901 1.664 1.168
C -2.990 0.932 0.504
C -3.916 1.607 -0.286
C -4.954 0.928 -0.905
C -5.097 -0.437 -0.715
C -4.196 -1.124 0.085
C -3.139 -0.444 0.664
H -0.509 4.806 3.977
H 1.936 4.612 4.259
H 3.202 2.845 3.092
H 2.028 1.243 1.584
H -3.787 2.671 -0.447
H -5.641 1.463 -1.547
H -5.899 -0.977 -1.201
H -4.286 -2.195 0.225
C 2.176 -1.153 3.501
Si 2.484 -1.501 1.662
C 2.750 -3.361 1.463
C 4.213 -0.727 1.478
O 1.318 -0.966 0.720
H 3.039 -1.498 4.081
H 1.293 -1.641 3.911
H 2.067 -0.078 3.678
H 3.572 -3.726 2.085
H 2.977 -3.607 0.423
H 1.856 -3.925 1.737
H 4.909 -1.360 2.039
H 4.249 0.268 1.940
H 4.625 -0.644 0.471
```


Q: Which of these has the highest maximum force?
A: C34H26N7O2Re